w:
2 unconnected molecules or ions with the total composition C4H12N2O2. Source: the Open Molecules 2025 dataset; level of theory: wB97M-V/def2-TZVPD.

```
20
C4H12N2O2 (wB97M-V/def2-TZVPD)
C 2.229 -0.672 1.116
N 1.313 0.274 0.482
C 1.162 0.210 -0.808
C 0.467 1.277 -1.586
O 1.504 -0.902 -1.480
H 3.258 -0.534 0.775
H 2.219 -0.493 2.192
H 1.913 -1.701 0.919
H 1.193 1.779 -2.235
H -0.342 0.853 -2.183
H 0.029 2.011 -0.908
H 1.101 -0.915 -2.359
C -2.512 0.528 0.762
N -1.358 -0.292 0.447
O -1.575 -1.568 1.126
H -3.440 0.104 0.349
H -2.378 1.513 0.304
H -2.652 0.656 1.843
H -0.210 0.016 0.822
H -1.920 -2.144 0.421
```

Values from the calculation:
Charge   0
Structure (SMILES)   C/N=C(/C)O.CNO
HOMO-LUMO gap   8.760 eV

=====

x:
2 unconnected molecules or ions with the total composition C4H12N2O2. Source: the Open Molecules 2025 dataset; level of theory: wB97M-V/def2-TZVPD.

```
20
C4H12N2O2 (wB97M-V/def2-TZVPD)
N -0.058 -1.075 2.818
C 0.460 -1.076 1.447
C -0.504 -0.369 0.451
N -0.472 1.066 0.543
C 0.007 -0.743 -1.062
C -0.846 0.021 -2.013
O -0.505 -0.020 -3.207
H -0.670 -0.359 3.144
H 0.592 -1.322 3.524
H 0.724 -2.221 1.368
H 1.499 -0.712 1.185
H -1.472 -0.679 0.469
H -1.386 1.336 0.962
H 0.365 1.376 0.907
H -0.333 -1.774 -0.939
H 1.107 -0.706 -1.233
H -1.770 0.488 -1.692
O 1.149 2.534 -2.405
H 1.705 2.212 -1.690
H 0.407 2.023 -2.577
```

Values from the calculation:
Charge   0
Structure (SMILES)   NC[C@@H](N)CC=O.O
HOMO-LUMO gap   9.915 eV

=====

y:
2 unconnected molecules or ions with the total composition C4H12N2O2. Source: the Open Molecules 2025 dataset; level of theory: wB97M-V/def2-TZVPD.

```
20
C4H12N2O2 (wB97M-V/def2-TZVPD)
C -1.610 -0.906 -0.209
N -0.305 -1.037 -0.868
C 0.712 0.018 -0.665
C 1.237 0.091 0.732
C 0.055 1.398 -0.942
N 0.496 1.952 -2.114
O -0.712 2.007 -0.232
H -1.821 0.169 -0.215
H -2.432 -1.311 -0.803
H -1.623 -1.335 0.788
H 0.146 -1.878 -0.537
H 1.461 -0.146 -1.436
H 0.426 0.426 1.396
H 2.012 0.841 0.926
H 1.624 -0.821 1.186
H 0.160 2.836 -2.473
H 1.158 1.452 -2.651
O 0.154 -2.795 3.317
H -0.191 -1.920 3.029
H -0.286 -3.362 2.670
```

Values from the calculation:
Charge   0
Structure (SMILES)   CN[C@H](C)C(N)=O.O
HOMO-LUMO gap   9.808 eV

=====

z:
C4H12N2O2 in the gas phase. Source: the Open Molecules 2025 dataset; level of theory: wB97M-V/def2-TZVPD.

```
20
C4H12N2O2 (wB97M-V/def2-TZVPD)
O 0.926 1.558 2.591
C 1.233 0.162 2.556
N 0.650 -0.610 1.518
C 1.217 -0.426 0.170
C 0.309 0.286 -0.830
N -1.054 -0.301 -0.821
C -1.818 -0.003 -1.988
O -1.492 -0.762 -3.149
H 0.151 1.749 2.100
H 2.317 0.191 2.467
H 0.951 -0.359 3.478
H -0.343 -0.624 1.417
H 2.143 0.144 0.249
H 1.501 -1.393 -0.254
H 0.157 1.355 -0.675
H 0.811 0.187 -1.807
H -1.021 -1.244 -0.448
H -1.770 1.070 -2.163
H -2.867 -0.252 -1.795
H -0.542 -0.809 -3.206
```

Values from the calculation:
Charge   0
Structure (SMILES)   OCNCCNCO
HOMO-LUMO gap   10.187 eV

=====

What are the relative energies? In eV: w 2.998; x 2.051; y 0.000; z 0.930.

=====

w:
3 unconnected molecules or ions with the total composition C4H12N2O2. Source: the Open Molecules 2025 dataset; level of theory: wB97M-V/def2-TZVPD.

```
20
C4H12N2O2 (wB97M-V/def2-TZVPD)
C -2.465 -0.845 -0.990
N -2.198 -0.483 0.075
O -1.913 -0.247 1.208
H -2.587 -1.192 -1.968
C 1.405 0.343 -0.656
C 1.486 0.687 0.831
O 1.374 2.066 1.106
C 0.078 2.590 0.936
H 0.403 0.518 -1.042
H 2.111 0.950 -1.218
H 1.649 -0.706 -0.807
H 0.712 0.134 1.383
H 2.466 0.402 1.225
H -0.185 2.688 -0.123
H -0.672 1.963 1.431
H 0.083 3.579 1.390
N -0.596 -2.935 -0.829
H -0.279 -2.545 0.054
H 0.220 -3.170 -1.379
H -1.090 -3.794 -0.626
```

Values from the calculation:
Charge   0
Structure (SMILES)   C#[N+][O-].CCOC.N
HOMO-LUMO gap   10.232 eV

=====

x:
2 unconnected molecules or ions with the total composition C4H12N2O2. Source: the Open Molecules 2025 dataset; level of theory: wB97M-V/def2-TZVPD.

```
20
C4H12N2O2 (wB97M-V/def2-TZVPD)
C 1.327 -0.483 0.449
C -1.255 -0.751 -1.479
C 1.272 -1.060 1.815
N -0.671 -0.170 -0.280
O -1.494 -0.589 0.803
H -1.187 0.029 1.501
H 2.027 0.325 0.305
H 1.382 -1.216 -0.347
H -1.284 -1.836 -1.372
H -2.277 -0.392 -1.637
H -0.625 -0.496 -2.330
H 2.133 -1.730 1.940
H 1.347 -0.286 2.576
H 0.369 -1.654 1.963
N 0.171 1.962 -1.245
C -0.528 1.457 -0.110
O 0.109 1.483 1.040
H 1.060 1.496 -1.383
H -0.339 2.009 -2.116
H -1.539 1.901 -0.093
```

Values from the calculation:
Charge   0
HOMO-LUMO gap   8.728 eV

=====

y:
2 unconnected molecules or ions with the total composition C4H12N2O2. Source: the Open Molecules 2025 dataset; level of theory: wB97M-V/def2-TZVPD.

```
20
C4H12N2O2 (wB97M-V/def2-TZVPD)
C -1.126 -1.694 0.210
N 0.094 -1.007 0.599
C -0.067 0.061 1.392
O -1.092 0.274 2.016
C 1.282 -1.126 -0.254
C 1.272 -0.289 -1.529
N 1.562 1.134 -1.337
H -1.010 -2.490 -0.524
H -1.832 -0.967 -0.209
H -1.561 -2.117 1.105
H 0.795 0.739 1.455
H 2.113 -0.808 0.351
H 1.300 -2.136 -0.638
H 2.152 -0.677 -2.035
H 0.397 -0.435 -2.161
H 1.164 1.698 -2.069
H 1.237 1.442 -0.436
O -1.475 2.235 -0.560
H -1.704 1.782 0.269
H -2.053 1.814 -1.207
```

Values from the calculation:
Charge   0
Structure (SMILES)   CN(C=O)CCN.O
HOMO-LUMO gap   9.969 eV

=====

What are the relative energies? In eV: w 3.435; x 4.422; y 0.000.

=====

w:
2 unconnected molecules or ions with the total composition C4H12N2O2. Source: the Open Molecules 2025 dataset; level of theory: wB97M-V/def2-TZVPD.

```
20
C4H12N2O2 (wB97M-V/def2-TZVPD)
C 0.058 0.951 -1.718
C -0.049 -0.580 -1.626
C 0.687 -1.148 -0.370
O 1.881 -1.317 -0.572
N 0.021 -1.574 0.720
C -1.336 -0.937 0.962
N -1.220 -0.374 2.292
H 0.081 1.204 -2.784
H -0.754 1.459 -1.233
H 1.050 1.045 -1.265
H -1.061 -0.992 -1.781
H 0.375 -1.104 -2.487
H 0.424 -1.785 1.617
H -1.744 -0.269 0.213
H -2.140 -1.681 0.962
H -1.797 0.433 2.464
H -1.227 -1.019 3.063
O 2.259 2.956 0.485
H 2.134 2.412 1.273
H 2.357 2.320 -0.217
```

Values from the calculation:
Charge   0
Structure (SMILES)   CCC(=O)NCN.O
HOMO-LUMO gap   10.091 eV

=====

x:
2 unconnected molecules or ions with the total composition C4H12N2O2. Source: the Open Molecules 2025 dataset; level of theory: wB97M-V/def2-TZVPD.

```
20
C4H12N2O2 (wB97M-V/def2-TZVPD)
C -1.864 0.565 0.242
N -0.902 -0.591 0.026
C 0.524 -0.340 -0.115
C 1.070 0.533 1.076
C 0.695 0.684 -1.283
N 1.470 0.142 -2.285
O 0.328 1.830 -1.373
H -1.901 1.037 -0.738
H -2.820 0.060 0.343
H -1.621 1.263 1.034
H -1.159 -1.151 0.839
H 1.068 -1.275 -0.181
H 2.060 0.956 0.868
H 1.202 -0.182 1.907
H 0.483 1.384 1.383
H 1.492 0.437 -3.248
H 2.054 -0.680 -2.212
O -1.085 -2.131 2.724
H -1.011 -3.025 2.382
H -0.201 -1.823 2.978
```

Values from the calculation:
Charge   0
Structure (SMILES)   CN[C@H](C)C(N)=O.O
HOMO-LUMO gap   9.108 eV

=====

What are the relative energies? In eV: w 0.079; x 0.000.